--- P ---
The following is a quantum chemistry calculation of an isolated molecule of C2H2BrN, from the OMol25 dataset.

Structure (ORCA input):
```
! wB97M-V def2-TZVPD RIJCOSX def2/J DEFGRID3
* xyz 0 1
N 0.259 2.838 0.004
C -0.004 1.739 -0.014
C -0.369 0.393 -0.003
Br -2.336 -0.005 -0.001
H -0.014 -0.103 -0.914
H -0.041 -0.091 1.052
*
```

Output
Kohn-Sham gap = 0.400 Eh
LUMO level = -0.090 eV
E_HOMO = -0.4029 Eh


--- Q ---
The following is a quantum chemistry calculation of an isolated molecule of C2H2BrN, from the OMol25 dataset.

Structure (ORCA input):
```
! wB97M-V def2-TZVPD RIJCOSX def2/J DEFGRID3
* xyz 0 1
C 0.407 -1.038 0.582
C -0.895 0.190 -1.089
N -0.112 -0.255 -0.186
Br -1.012 -0.975 -2.673
H 1.522 -1.353 0.842
H -1.434 1.161 -1.218
*
```

Output
Kohn-Sham gap = 0.302 Eh
LUMO level = 0.127 eV
E_HOMO = -0.2970 Eh


Energies relative to the most stable structure are P 0.0; Q 56.0, reported in kcal/mol.


--- P ---
The following is a quantum chemistry calculation of the ion C3H10N4 with charge +2, from the OMol25 dataset.

Structure (ORCA input):
```
! wB97M-V def2-TZVPD RIJCOSX def2/J DEFGRID3
* xyz 2 1
N -0.130 -0.496 -2.000
C 0.133 -0.988 -0.842
N -0.026 -2.240 -0.453
C 0.568 0.243 0.296
N 0.669 -0.177 1.662
C -0.613 1.137 0.547
N -0.646 2.375 0.464
H 0.310 0.403 -2.538
H -0.356 -1.211 -2.761
H 0.376 -2.386 0.506
H -0.288 -2.990 -1.037
H 1.435 0.777 0.034
H -0.006 -0.925 1.875
H 1.472 -0.254 2.199
H -1.442 0.809 1.113
H -1.426 2.871 0.889
H -0.031 3.051 0.045
*
```

Output
Kohn-Sham gap = 0.385 Eh
LUMO level = -8.446 eV
E_HOMO = -0.6957 Eh


--- Q ---
The following is a quantum chemistry calculation of the ion C3H10N4 with charge +2, from the OMol25 dataset.

Structure (ORCA input):
```
! wB97M-V def2-TZVPD RIJCOSX def2/J DEFGRID3
* xyz 2 1
C 0.050 -1.496 0.145
C 0.974 -1.609 -0.749
C 0.283 1.010 0.235
N -0.476 -0.320 0.627
N 0.922 0.996 -0.964
N -0.806 -0.140 2.077
N 0.055 0.957 -2.142
H -0.303 -2.407 0.622
H 1.630 -2.333 -1.205
H -0.519 1.661 0.385
H 1.059 0.964 1.062
H -0.215 0.553 2.465
H -0.615 -0.946 2.671
H -1.829 0.210 2.143
H 0.282 1.924 -2.579
H -0.951 0.674 -2.032
H 0.457 0.303 -2.760
*
```

Output
Kohn-Sham gap (spin up / spin down) = 0.284 / 0.319 Eh
LUMO level (spin up / spin down) = -10.455 / -9.584 eV
E_HOMO (spin up / spin down) = -0.6678 / -0.6709 Eh


--- R ---
The following is a quantum chemistry calculation of a cluster of 2 separate species, C3H10N4 in total, from the OMol25 dataset.

Structure (ORCA input):
```
! wB97M-V def2-TZVPD RIJCOSX def2/J DEFGRID3
* xyz 2 1
C 0.607 -1.264 1.282
C 0.865 0.071 -0.575
C -1.875 1.475 -0.530
N 0.895 -2.016 2.242
N -1.550 0.158 -0.369
N 1.627 0.687 -1.535
N 1.378 -0.895 0.319
H -0.483 -0.888 1.126
H -2.996 1.312 -0.214
H -1.347 2.080 0.166
H -1.774 1.984 -1.512
H 0.095 -2.021 2.807
H 1.750 -2.676 2.311
H -1.740 -0.412 -1.225
H 1.128 1.282 -2.141
H 2.633 0.801 -1.736
H 2.398 -1.040 0.516
*
```

Output
Kohn-Sham gap (spin up / spin down) = 0.315 / 0.315 Eh
LUMO level (spin up / spin down) = -10.474 / -10.479 eV
E_HOMO (spin up / spin down) = -0.7002 / -0.7001 Eh


Energies relative to the most stable structure are P 0.0; Q 154.0; R 86.7, reported in kcal/mol.


--- P ---
The following is a quantum chemistry calculation of a cluster of 2 separate species, C10H19N2O in total, from the OMol25 dataset.

Structure (ORCA input):
```
! wB97M-V def2-TZVPD RIJCOSX def2/J DEFGRID3
* xyz 1 1
C -0.995 -0.288 -0.763
C -2.074 -1.224 1.329
C -2.284 1.186 0.575
C -3.319 -0.683 -0.792
C 3.203 0.285 0.862
C 2.555 -0.039 -1.543
C 1.487 1.781 -0.178
C 0.973 -0.600 0.343
C -2.144 -0.283 0.129
C 2.059 0.364 -0.157
N 1.037 -2.891 -0.361
N 1.029 -1.840 0.023
O -0.702 -0.144 -1.866
H -3.057 -1.269 1.790
H -1.378 -0.872 2.084
H -1.803 -2.232 1.025
H -2.328 1.861 -0.277
H -1.463 1.484 1.220
H -3.214 1.282 1.129
H -4.243 -0.585 -0.228
H -3.226 -1.715 -1.123
H -3.380 -0.038 -1.665
H 3.999 0.959 0.558
H 3.617 -0.719 0.919
H 2.874 0.585 1.856
H 1.754 -0.013 -2.277
H 3.327 0.655 -1.865
H 2.992 -1.036 -1.535
H 0.688 1.880 -0.909
H 1.114 2.072 0.802
H 2.274 2.478 -0.456
H 0.630 -0.403 1.351
*
```

Output
Kohn-Sham gap (spin up / spin down) = 0.321 / 0.321 Eh
LUMO level (spin up / spin down) = -4.515 / -4.515 eV
E_HOMO (spin up / spin down) = -0.4872 / -0.4872 Eh


--- Q ---
The following is a quantum chemistry calculation of the ion C10H19N2O with charge +1, from the OMol25 dataset.

Structure (ORCA input):
```
! wB97M-V def2-TZVPD RIJCOSX def2/J DEFGRID3
* xyz 1 1
C 0.979 0.222 -2.244
C 0.043 -0.404 -1.241
C -0.147 -1.888 -1.353
C -1.404 0.423 -1.194
C -1.960 0.924 -2.466
O -1.112 1.865 -2.817
N -1.830 0.485 0.039
C -0.802 0.082 0.972
C -0.661 0.945 2.137
C 0.207 0.161 3.170
C 1.593 -0.137 2.609
C 1.484 -0.934 1.247
N 0.654 -0.081 0.395
H 1.997 -0.196 -2.158
H 1.038 1.321 -2.290
H 0.582 0.005 -3.159
H -0.361 -2.176 -2.353
H -0.723 -2.293 -0.593
H 0.857 -2.356 -1.239
H -3.023 1.502 -2.130
H -2.108 0.177 -3.227
H -1.344 2.524 -3.547
H -1.033 -0.886 1.308
H -0.257 1.850 1.869
H -1.635 1.063 2.447
H 0.458 0.722 4.132
H -0.305 -0.779 3.396
H 2.143 0.725 2.318
H 2.164 -0.757 3.416
H 2.493 -1.112 0.750
H 0.953 -1.936 1.396
H 1.061 0.938 0.411
*
```

Output
Kohn-Sham gap = 0.399 Eh
LUMO level = -2.825 eV
E_HOMO = -0.5025 Eh


Energies relative to the most stable structure are P 0.0; Q 9.7, reported in kcal/mol.


--- P ---
The following is a quantum chemistry calculation of an isolated molecule of C17H24N4O2S, from the OMol25 dataset.

Structure (ORCA input):
```
! wB97M-V def2-TZVPD RIJCOSX def2/J DEFGRID3
* xyz 0 1
C -4.378 -1.809 -2.213
C -3.231 -0.833 -1.985
C -2.415 -1.202 -0.748
C -1.277 -0.214 -0.476
C -1.749 1.135 0.099
C -1.512 1.245 1.611
C -2.333 0.253 2.425
C -1.065 2.309 -0.621
N 0.373 2.262 -0.491
C 1.060 3.051 0.356
O 0.588 3.994 0.944
C 2.552 2.700 0.488
N 2.861 1.316 0.188
C 3.522 0.998 -0.972
S 3.984 2.105 -2.097
N 3.785 -0.322 -1.196
C 3.409 -1.336 -0.363
N 3.719 -2.577 -0.718
C 3.343 -3.555 0.085
C 2.640 -3.357 1.270
C 2.318 -2.064 1.639
C 2.710 -1.016 0.810
C 2.412 0.382 1.127
O 1.809 0.742 2.112
H -4.943 -1.536 -3.102
H -3.999 -2.820 -2.345
H -5.055 -1.806 -1.362
H -2.577 -0.831 -2.861
H -3.634 0.176 -1.874
H -1.990 -2.199 -0.895
H -3.076 -1.250 0.118
H -0.752 -0.052 -1.422
H -0.564 -0.669 0.217
H -2.823 1.242 -0.083
H -0.454 1.100 1.833
H -1.770 2.258 1.926
H -2.045 -0.772 2.205
H -2.173 0.427 3.487
H -3.395 0.369 2.216
H -1.321 2.298 -1.685
H -1.386 3.257 -0.186
H 0.836 1.489 -0.941
H 3.124 3.342 -0.185
H 2.835 2.913 1.522
H 4.289 -0.557 -2.043
H 3.619 -4.547 -0.242
H 2.357 -4.197 1.883
H 1.776 -1.838 2.545
*
```

Output
Kohn-Sham gap = 0.312 Eh
LUMO level = -0.499 eV
E_HOMO = -0.3308 Eh


--- Q ---
The following is a quantum chemistry calculation of an isolated molecule of C17H24N4O2S, from the OMol25 dataset.

Structure (ORCA input):
```
! wB97M-V def2-TZVPD RIJCOSX def2/J DEFGRID3
* xyz 0 1
C -0.025 4.958 1.118
C 1.450 4.558 1.127
N 1.793 3.674 2.220
C 2.098 4.254 3.520
C 0.925 4.176 4.493
C 1.779 2.328 2.140
O 2.036 1.608 3.087
C 1.446 1.714 0.793
S 1.438 -0.083 1.075
C 1.077 -0.525 -0.564
N 0.854 0.297 -1.558
N 0.632 -0.449 -2.652
C 0.726 -1.705 -2.321
C 0.589 -2.849 -3.267
O -0.270 -3.870 -2.808
C -1.606 -3.601 -2.677
C -2.207 -2.383 -2.968
C -3.574 -2.237 -2.786
C -4.344 -3.285 -2.318
C -3.741 -4.499 -2.028
C -2.383 -4.659 -2.205
N 1.016 -1.822 -0.989
C 1.160 -3.003 -0.177
C -0.098 -3.267 0.645
H -0.242 5.535 0.223
H -0.661 4.076 1.125
H -0.267 5.565 1.986
H 2.069 5.457 1.215
H 1.701 4.074 0.182
H 2.404 5.290 3.367
H 2.937 3.692 3.940
H 0.649 3.136 4.645
H 0.062 4.719 4.117
H 1.216 4.602 5.449
H 2.201 1.928 0.036
H 0.467 2.001 0.413
H 1.559 -3.343 -3.394
H 0.267 -2.453 -4.237
H -1.630 -1.546 -3.325
H -4.033 -1.287 -3.013
H -5.407 -3.159 -2.178
H -4.333 -5.325 -1.662
H -1.895 -5.596 -1.985
H 1.362 -3.846 -0.841
H 2.014 -2.848 0.490
H -0.291 -2.431 1.313
H -0.959 -3.406 -0.006
H 0.039 -4.165 1.240
*
```

Output
Kohn-Sham gap = 0.337 Eh
LUMO level = 0.851 eV
E_HOMO = -0.3060 Eh


Energies relative to the most stable structure are P 0.0; Q 51.5, reported in kcal/mol.